# 1
Below is C46H77CrFN13O3P as an isolated structure, with properties calculated with wB97M-V/def2-TZVPD.

Properties
LUMO (alpha / beta) in eV: -6.4865 / -6.6238

Structure (ORCA input):
```
! RIJCOSX wB97M-V def2-TZVPD def2/J DEFGRID3
* xyz 3 4
Cr -0.091 0.149 -0.170
C 2.096 1.833 -3.692
N 0.780 1.420 -4.148
C 0.481 1.775 -5.528
C -0.102 0.801 -3.336
N 0.293 0.040 -2.321
C 1.427 -0.850 -2.539
C 2.406 -0.722 -1.399
N 1.753 -0.989 -0.091
C 1.841 -2.476 0.116
C 1.481 -3.159 1.449
N 0.108 -3.585 1.580
C -0.109 -4.819 1.832
N 0.912 -5.734 2.121
C 1.178 -6.973 1.416
C 1.730 -5.528 3.307
N -1.472 -5.225 1.943
C -1.793 -6.617 1.687
C -2.068 -4.803 3.212
C 2.512 -0.306 0.973
C 2.577 1.196 0.762
N 1.340 1.764 0.183
C 1.268 3.090 0.287
N 0.355 3.842 -0.337
C -0.427 3.400 -1.480
C 0.257 5.279 -0.071
N 2.272 3.771 1.006
C 2.030 4.660 2.133
C 3.439 4.146 0.210
N -1.420 1.012 -3.593
C -2.309 -0.109 -3.813
C -1.976 2.299 -3.985
H 2.265 2.869 -3.990
H 2.891 1.225 -4.130
H 2.146 1.769 -2.606
H 1.311 1.456 -6.161
H 0.360 2.853 -5.652
H -0.421 1.277 -5.871
H 1.942 -0.660 -3.482
H 1.044 -1.876 -2.590
H 2.774 0.301 -1.399
H 3.262 -1.386 -1.547
H 2.899 -2.718 -0.032
H 1.279 -2.964 -0.677
H 1.753 -2.521 2.293
H 2.144 -4.029 1.488
H 0.551 -7.065 0.534
H 1.033 -7.848 2.058
H 2.220 -6.973 1.080
H 2.789 -5.672 3.071
H 1.458 -6.242 4.092
H 1.594 -4.523 3.704
H -1.371 -7.311 2.426
H -1.467 -6.905 0.691
H -2.881 -6.710 1.721
H -1.802 -3.773 3.426
H -1.733 -5.429 4.051
H -3.155 -4.880 3.142
H 3.534 -0.698 1.030
H 2.014 -0.514 1.918
H 3.424 1.436 0.116
H 2.799 1.657 1.723
H -0.130 2.402 -1.767
H -0.226 4.091 -2.304
H -1.492 3.397 -1.260
H 0.008 5.487 0.966
H -0.539 5.682 -0.689
H 1.182 5.797 -0.326
H 1.101 4.416 2.639
H 2.011 5.717 1.848
H 2.845 4.530 2.849
H 3.508 3.522 -0.681
H 4.348 4.019 0.803
H 3.394 5.194 -0.107
H -1.892 -1.006 -3.367
H -2.432 -0.281 -4.889
H -3.288 0.098 -3.388
H -2.321 2.295 -5.022
H -1.239 3.086 -3.854
H -2.832 2.512 -3.340
F -1.557 -6.050 -2.186
C -2.466 -5.092 -1.908
C -2.011 -3.912 -1.396
C -2.901 -2.901 -1.028
C -2.396 -1.616 -0.575
O -1.157 -1.462 -0.388
C -3.370 -0.590 -0.455
C -4.695 -0.892 -0.594
N -5.168 -2.115 -0.884
C -6.597 -2.304 -1.032
C -7.314 -3.225 -0.088
C -7.504 -1.743 0.016
C -4.277 -3.129 -1.192
C -4.718 -4.350 -1.713
C -3.838 -5.355 -2.085
N -4.342 -6.551 -2.626
C -5.327 -7.304 -1.863
C -6.232 -8.090 -2.801
N -5.384 -9.003 -3.632
C -4.372 -8.213 -4.405
C -3.503 -7.424 -3.432
C -3.006 0.874 -0.386
O -3.892 1.702 -0.481
O -1.750 1.162 -0.285
H -0.952 -3.750 -1.246
H -5.422 -0.099 -0.480
H -6.929 -2.257 -2.063
H -6.726 -3.706 0.683
H -8.125 -3.827 -0.474
H -7.047 -1.245 0.861
H -8.439 -1.308 -0.306
H -5.777 -4.510 -1.860
H -5.940 -6.634 -1.268
H -4.830 -8.003 -1.170
H -6.755 -7.416 -3.477
H -6.957 -8.679 -2.244
H -5.964 -9.559 -4.263
H -4.892 -9.656 -3.018
H -4.911 -7.541 -5.070
H -3.764 -8.893 -5.000
H -2.805 -6.833 -4.018
H -2.918 -8.124 -2.818
C -0.257 -0.866 3.586
P -0.595 0.406 2.309
C 0.185 1.847 3.116
C -2.356 0.746 2.644
C -3.222 -0.329 2.831
C -4.559 -0.107 3.121
C -5.045 1.188 3.219
C -4.190 2.261 3.018
C -2.853 2.044 2.727
H -0.380 -1.856 3.158
H -0.949 -0.728 4.416
H 0.764 -0.757 3.954
H -0.246 1.967 4.109
H 0.001 2.746 2.532
H 1.262 1.703 3.200
H -2.840 -1.340 2.757
H -5.221 -0.950 3.286
H -6.087 1.359 3.453
H -4.562 3.274 3.093
H -2.206 2.895 2.562
*
```

Löwdin population analysis, charges in e, atoms 1 to 8: 0.7878, -0.0254, -0.1163, -0.0170, -0.4062, 0.0093, -0.1810, -0.1639

=====

# 2
Below is a 6-piece molecular cluster, C46H84BrF2N4O18S2 overall, with properties calculated with wB97M-V/def2-TZVPD.

Properties
LUMO in eV: -4.0038

Structure (ORCA input):
```
! RIJCOSX wB97M-V def2-TZVPD def2/J DEFGRID3
* xyz 1 1
C -1.411 2.026 1.952
C -0.881 0.694 1.366
N 0.281 0.242 2.099
C 0.706 -1.131 2.277
C 0.708 -1.401 3.815
C -0.382 -0.774 4.687
C -1.815 -0.520 4.193
O 0.173 0.456 5.186
C -0.332 0.872 6.443
C -1.147 2.144 6.372
C -0.573 3.385 6.101
C -1.378 4.521 6.090
C -2.744 4.443 6.348
C -3.334 3.207 6.606
C -2.522 2.074 6.616
C -0.139 -2.216 1.633
F -1.275 -2.605 2.285
N -0.381 -1.981 0.201
C 0.759 -1.379 -0.338
N 0.539 -0.589 -1.337
C 1.571 0.053 -2.131
S 1.352 1.845 -2.321
O 2.625 2.355 -2.705
O 0.246 1.999 -3.215
N 2.029 -1.660 0.159
C 2.387 -3.022 -0.347
C 1.795 -3.449 -1.701
C 2.662 -4.597 -2.217
F 2.544 -5.654 -1.329
C 2.169 -1.407 1.636
C 2.932 -0.066 1.903
C 2.884 0.982 0.795
C 3.508 2.286 1.323
S 2.652 3.720 0.625
C 2.968 -2.448 2.456
C 4.266 -3.081 1.924
C 5.259 -2.230 1.129
Br 5.207 -3.818 3.490
H -1.047 2.848 1.338
H -2.496 2.033 1.939
H -1.030 2.185 2.959
H -1.709 -0.008 1.287
H -0.602 0.942 0.328
H 0.589 0.869 2.822
H 1.623 -0.951 4.193
H 0.722 -2.475 3.987
H -0.461 -1.428 5.560
H -2.525 -0.995 4.871
H -2.079 -0.831 3.192
H -2.034 0.542 4.268
H 0.530 1.084 7.083
H -0.927 0.125 6.972
H 0.489 3.457 5.904
H -0.949 5.498 5.911
H -3.370 5.324 6.367
H -4.389 3.128 6.819
H -2.963 1.110 6.843
H 0.486 -3.116 1.663
H -0.548 -2.891 -0.222
H -0.431 -0.458 -1.617
H 1.447 -0.299 -3.158
H 2.577 -0.212 -1.832
H 0.967 2.278 -1.091
H 2.160 -3.821 0.358
H 3.462 -3.028 -0.509
H 0.788 -3.861 -1.636
H 1.885 -2.678 -2.467
H 3.707 -4.299 -2.286
H 2.296 -4.936 -3.184
H 2.636 0.342 2.867
H 3.993 -0.270 2.054
H 3.542 0.640 -0.002
H 1.855 1.133 0.477
H 3.559 2.311 2.409
H 4.546 2.316 0.993
H 3.265 4.727 1.262
H 2.319 -3.269 2.762
H 3.254 -1.944 3.374
H 4.036 -3.968 1.348
H 5.767 -2.853 0.395
H 4.740 -1.447 0.573
H 6.018 -1.778 1.760
C -6.087 -3.418 -3.496
C -6.788 -2.663 -2.389
O -6.290 -3.032 -1.089
C -5.116 -2.520 -0.754
O -4.441 -1.770 -1.416
O -4.786 -2.978 0.459
C -3.499 -2.545 0.893
H -6.150 -4.493 -3.324
H -6.539 -3.189 -4.460
H -5.030 -3.158 -3.543
H -7.847 -2.917 -2.384
H -6.714 -1.583 -2.525
H -3.425 -1.459 0.840
H -2.736 -3.009 0.278
H -3.388 -2.865 1.917
C 5.575 6.151 -4.325
C 4.798 6.772 -3.184
O 5.392 6.477 -1.909
C 6.487 7.172 -1.608
O 7.007 8.017 -2.285
O 6.916 6.753 -0.413
C 8.147 7.341 0.014
H 5.691 5.078 -4.165
H 5.057 6.315 -5.269
H 6.572 6.582 -4.401
H 3.796 6.348 -3.144
H 4.696 7.850 -3.307
H 8.100 8.427 -0.009
H 8.964 6.986 -0.613
H 8.316 7.015 1.037
C 8.431 3.779 2.181
C 9.734 4.028 1.449
O 10.796 4.342 2.356
C 11.305 3.303 3.020
O 10.963 2.154 2.907
O 12.256 3.758 3.831
C 12.842 2.761 4.673
H 8.189 4.626 2.825
H 7.618 3.631 1.469
H 8.501 2.896 2.816
H 9.627 4.892 0.798
H 10.011 3.180 0.822
H 13.210 1.921 4.086
H 12.117 2.418 5.409
H 13.675 3.234 5.183
C -5.621 -8.970 -7.169
C -4.656 -7.909 -7.653
O -5.264 -7.027 -8.608
C -6.089 -6.113 -8.102
O -6.347 -5.954 -6.936
O -6.591 -5.406 -9.113
C -7.568 -4.436 -8.728
H -6.045 -9.512 -8.015
H -5.111 -9.677 -6.515
H -6.448 -8.526 -6.616
H -3.824 -8.375 -8.177
H -4.242 -7.333 -6.824
H -7.180 -3.775 -7.956
H -8.473 -4.933 -8.380
H -7.797 -3.856 -9.617
C -13.052 1.029 -2.768
C -11.720 1.049 -3.487
O -10.622 1.212 -2.574
C -10.287 0.127 -1.882
O -10.796 -0.960 -1.966
O -9.277 0.450 -1.070
C -8.872 -0.607 -0.200
H -13.163 1.920 -2.149
H -13.870 0.994 -3.487
H -13.133 0.162 -2.114
H -11.672 1.906 -4.156
H -11.575 0.152 -4.089
H -8.647 -1.511 -0.758
H -9.645 -0.807 0.540
H -7.973 -0.275 0.313
*
```

Löwdin population analysis, charges in e, atoms 1 to 8: -0.0391, -0.2490, 0.0365, -0.2985, -0.0375, -0.3192, -0.0012, -0.1334